This record from OMol25 describes C2H5O2S as an isolated structure. The level of theory is ωB97M-V with the def2-TZVPD basis set.

```
10
C2H5O2S, DFT ωB97M-V with the def2-TZVPD basis set
O -0.98110 1.80185 -1.83349
H -0.23696 0.53891 0.86371
O -0.89812 1.38102 0.37451
C 1.25934 -1.57452 0.25553
H 1.76078 -2.45649 0.62694
H 2.02467 -0.93908 -0.18540
H -2.51650 2.05681 -0.57812
H 0.51913 -1.84822 -0.49282
C -1.45829 1.75782 -0.70726
S 0.52704 -0.71809 1.67640
```

Energy relative to the best compared isomer or geometry (same formula, charge and spin): 0.680 eV
Total charge: -1